Record 1
Computed, not measured: a structure of composition C5H19BCl2N3O2V at a distorted geometry, with wB97M-V/def2-TZVPD.

Geometry as XYZ:
```
33
Properties=species:S:1:pos:R:3:lowdin_charge:R:1
V -1.97 3.67 5.44 1.053
B -3.14 5.66 3.21 -0.432
H -3.71 6.04 4.05 -0.094
H -2.11 5.82 3.47 -0.113
H -3.35 4.60 3.20 -0.098
H -3.59 6.24 2.42 -0.079
Cl -4.22 4.04 7.95 -0.634
Cl -2.72 0.41 4.20 -0.697
C 1.50 7.07 8.00 -0.057
C 0.74 5.85 7.43 -0.427
C 0.59 4.64 8.38 -0.205
O 0.28 3.52 7.58 -0.245
C -0.21 2.41 8.38 -0.065
N -0.54 6.24 6.94 0.037
H 2.22 6.74 8.75 0.059
H 0.83 7.69 8.58 0.077
H 2.21 7.63 7.39 0.073
H 1.21 5.54 6.49 0.136
H -0.04 4.75 9.26 0.135
H 1.58 4.48 8.80 0.116
H 0.73 2.33 8.93 0.082
H -0.50 1.64 7.67 0.096
H -0.93 2.60 9.18 0.088
H -1.13 6.49 7.73 0.085
H -0.47 7.01 6.30 0.092
C 2.12 3.71 2.64 -0.772
O 1.11 3.43 3.30 0.018
N 3.30 3.25 2.93 0.144
N 2.22 4.35 1.53 0.162
H 4.10 3.43 2.35 0.106
H 3.36 2.55 3.65 0.125
H 3.18 4.55 1.27 0.103
H 1.46 4.47 0.88 0.133
```

Its charge is -1. The value obtained for the gap between HOMO and LUMO (alpha / beta) is 0.237 / 0.264 hartree. As for the lowest unoccupied orbital energy (alpha / beta): 1.187 / 1.898 eV. The spin multiplicity is 4. The calculation puts the total energy at -65463.1382 eV. Its HOMO energy (alpha / beta) is -5.273 / -5.282 eV.

Record 2
Computed, not measured: a structure of composition C11H10N3O5Sc, with wB97M-V/def2-TZVPD.

Geometry as XYZ:
```
30
Properties=species:S:1:pos:R:3:lowdin_charge:R:1
Sc 0.20 -0.02 -0.15 1.400
O 0.63 0.41 1.88 -0.112
C 1.98 0.82 2.25 -0.063
C 2.89 0.63 1.06 -0.226
C 4.27 0.71 1.23 0.037
C 5.09 0.59 0.12 0.030
C 4.52 0.38 -1.13 0.008
C 3.15 0.27 -1.22 -0.071
N 2.34 0.39 -0.15 -0.027
H 0.00 0.70 2.55 0.154
H 2.31 0.22 3.09 0.156
H 1.95 1.88 2.54 0.162
H 4.69 0.88 2.21 0.145
H 6.16 0.66 0.22 0.141
H 5.12 0.28 -2.02 0.136
H 2.66 0.10 -2.18 0.132
O -5.59 0.75 -1.08 0.185
C -5.31 -0.53 -0.89 -0.467
O -6.14 -1.39 -0.81 0.172
C -3.87 -0.95 -0.75 0.008
C -3.54 -2.30 -0.63 0.081
N -2.22 -2.40 -0.49 0.065
N -1.62 -1.19 -0.52 -0.038
C -2.64 -0.30 -0.69 -0.122
C -2.29 1.14 -0.76 -0.440
O -3.07 2.02 -0.97 0.209
O -0.97 1.36 -0.55 -0.100
H -4.80 1.31 -1.11 0.086
H -4.19 -3.17 -0.63 0.172
H -1.68 -3.24 -0.40 0.188
```

Its charge is +2. The value obtained for the gap between HOMO and LUMO is 0.291 hartree. As for the lowest unoccupied orbital energy: -8.135 eV. The spin multiplicity is 1. The calculation puts the total energy at -46964.7529 eV. Its HOMO energy is -16.046 eV.

Record 3
Computed, not measured: a structure of composition C7H8INO3S at a distorted geometry, with wB97M-V/def2-TZVPD.

Geometry as XYZ:
```
21
Properties=species:S:1:pos:R:3:lowdin_charge:R:1
C -1.19 0.36 -1.21 -0.024
C -1.42 -0.61 0.97 -0.025
C 0.16 0.05 -1.22 -0.052
C -0.07 -0.93 0.98 -0.044
C -1.99 0.04 -0.12 -0.265
C 0.69 -0.60 -0.12 -0.311
C -3.45 0.37 -0.11 -0.045
N 3.08 0.85 -0.09 -0.676
O 2.86 -1.46 -1.38 -0.314
O 2.83 -1.60 1.08 -0.315
O 2.45 1.36 1.05 -0.204
S 2.43 -0.95 -0.12 0.586
I 5.09 0.59 0.14 0.872
H -1.62 0.87 -2.06 0.114
H -2.03 -0.86 1.82 0.118
H 0.80 0.29 -2.05 0.118
H 0.40 -1.42 1.82 0.117
H -3.71 0.91 0.80 0.084
H -3.72 0.97 -0.97 0.076
H -4.03 -0.55 -0.12 0.087
H 2.44 2.33 0.93 0.101
```

Its charge is 0. The value obtained for the gap between HOMO and LUMO (alpha / beta) is 0.243 / 0.247 hartree. As for the lowest unoccupied orbital energy (alpha / beta): 0.369 / -2.870 eV. The spin multiplicity is 3. The calculation puts the total energy at -33951.1874 eV. Its HOMO energy (alpha / beta) is -6.232 / -9.591 eV.

Record 4
Computed, not measured: a structure of composition C29H34BFeIN7OS3SeTe, with wB97M-V/def2-TZVPD.

Geometry as XYZ:
```
79
Properties=species:S:1:pos:R:3:lowdin_charge:R:1
Fe 1.23 -0.14 -1.55 -0.129
C -0.92 3.85 -0.06 -0.032
N 0.32 3.44 0.58 -0.135
C 0.61 3.63 1.91 -0.065
C 1.85 3.12 2.10 -0.081
N 2.31 2.62 0.90 0.006
B 3.78 2.11 0.71 -0.431
N 3.89 0.57 1.04 0.015
C 4.18 0.10 2.30 -0.064
C 4.40 -1.24 2.22 -0.071
N 4.24 -1.58 0.90 -0.113
C 4.37 -2.92 0.36 -0.027
C 3.93 -0.47 0.19 -0.671
S 3.70 -0.42 -1.51 0.664
C 1.35 2.81 -0.03 -0.740
S 1.36 2.37 -1.69 0.581
H -1.71 3.84 0.68 0.096
H -1.15 3.15 -0.85 0.018
H -0.81 4.85 -0.48 0.102
H -0.06 4.13 2.57 0.118
H 2.47 3.11 2.98 0.117
H 4.43 2.66 1.56 0.074
H 4.15 2.31 -0.40 0.059
H 4.24 0.76 3.14 0.122
H 4.67 -1.96 2.97 0.119
H 5.10 -3.46 0.95 0.095
H 4.70 -2.86 -0.67 0.065
H 3.40 -3.43 0.40 0.081
N 1.01 -1.95 1.85 0.155
C 0.54 -0.71 1.91 -0.770
S -0.16 0.08 0.57 0.687
N 0.55 -0.02 3.07 0.063
C 0.85 -0.43 4.38 -0.225
C 1.82 -1.37 4.69 -0.042
C 2.05 -1.70 6.02 -0.075
C 1.34 -1.09 7.04 -0.087
C 0.39 -0.13 6.72 -0.077
C 0.14 0.19 5.40 -0.020
H 0.91 -2.44 0.96 0.028
H 1.20 -2.47 2.69 0.097
H 0.18 0.91 2.97 0.102
H 2.45 -1.80 3.93 0.076
H 2.81 -2.44 6.26 0.107
H 1.53 -1.35 8.07 0.104
H -0.17 0.36 7.51 0.107
H -0.62 0.93 5.16 0.117
N 2.47 -3.38 -2.46 0.172
C 1.39 -3.40 -1.67 -0.705
O 1.22 -2.60 -0.75 -0.188
C 0.35 -4.44 -1.99 -0.569
I -0.88 -4.85 -0.32 0.854
H 3.08 -2.57 -2.36 0.005
H 2.49 -3.92 -3.31 0.119
H 0.80 -5.38 -2.32 0.051
H -0.29 -4.04 -2.77 0.053
Se 0.56 -0.86 -3.68 0.079
Te -1.91 0.91 -2.78 1.243
C -3.41 2.41 -2.91 -0.523
C -4.39 2.50 -1.92 -0.148
C -5.38 3.47 -2.00 -0.095
C -5.39 4.37 -3.06 -0.097
C -4.41 4.29 -4.04 -0.092
C -3.42 3.31 -3.96 -0.140
C -3.19 -0.64 -3.43 -0.531
C -4.05 -1.26 -2.53 -0.141
C -4.90 -2.27 -2.95 -0.093
C -4.90 -2.66 -4.28 -0.096
C -4.03 -2.05 -5.18 -0.090
C -3.18 -1.05 -4.75 -0.151
H -4.38 1.81 -1.09 0.090
H -6.14 3.53 -1.23 0.100
H -6.16 5.13 -3.12 0.100
H -4.40 4.99 -4.86 0.101
H -2.66 3.26 -4.72 0.092
H -4.05 -0.96 -1.48 0.090
H -5.57 -2.74 -2.24 0.100
H -5.56 -3.45 -4.62 0.099
H -4.02 -2.36 -6.22 0.101
H -2.49 -0.59 -5.45 0.090
```

Its charge is 0. The value obtained for the gap between HOMO and LUMO (alpha / beta) is 0.263 / 0.249 hartree. As for the lowest unoccupied orbital energy (alpha / beta): 0.116 / -0.621 eV. The spin multiplicity is 6. The calculation puts the total energy at -191416.7741 eV. Its HOMO energy (alpha / beta) is -7.039 / -7.392 eV.